Density functional theory data (ωB97M-V with the def2-TZVPD basis set) for a 10-piece molecular cluster, C28H34N10O4 overall in a non-equilibrium geometry.

The geometry in XYZ format:
```
76
C28H34N10O4 (ωB97M-V with the def2-TZVPD basis set)
C -0.94096 -8.11707 6.47269
C -1.57533 -6.97702 5.80906
N -2.03469 -6.07873 5.29862
H -0.14158 -7.82727 7.15466
H -0.61540 -8.92406 5.81626
H -1.77418 -8.52039 7.04819
C 0.39066 -8.64657 10.99798
C -0.77808 -7.91913 10.48821
N -1.73666 -7.34710 10.09243
H 0.55514 -8.36056 12.03685
H 1.29819 -8.33289 10.48214
H 0.16341 -9.71253 10.98467
C 7.12154 -3.11510 6.29178
C 8.43191 -3.79288 6.15512
N 9.40620 -4.36260 6.07949
H 7.24998 -2.38090 7.08711
H 6.33331 -3.79711 6.61061
H 6.78495 -2.75146 5.32092
C -2.97921 -1.60710 5.62148
C -3.88407 -0.45553 5.53886
N -4.68822 0.39608 5.44182
H -3.09731 -2.34766 4.83045
H -3.10730 -2.18055 6.53954
H -1.91771 -1.36366 5.57586
C 6.82004 -5.66768 9.22101
C 5.90376 -6.85694 8.99031
N 5.27356 -7.81161 8.82625
H 7.65276 -5.66317 8.51769
H 7.13231 -5.78378 10.25885
H 6.24782 -4.74044 9.19122
C 1.53587 0.65210 4.43635
C 0.56369 0.70427 5.51786
N -0.12810 0.75389 6.44156
H 1.82555 1.69720 4.32708
H 0.99206 0.28879 3.56434
H 2.47989 0.11255 4.51259
C 3.24449 -7.24515 6.36756
C 4.05177 -8.22895 5.52901
N 4.61361 -9.04341 4.94557
H 3.87638 -6.37163 6.52817
H 3.21140 -7.86384 7.26435
H 2.29655 -7.01171 5.88278
C 5.32954 0.50906 7.88511
C 5.53773 -0.66111 8.82610
N 5.77718 -1.56483 9.51713
H 4.93238 0.24362 6.90536
H 6.25040 1.08402 7.78747
H 4.68168 1.22110 8.39636
C -3.04425 -4.24716 11.75800
C -3.09671 -4.93375 12.93035
C -4.08881 -4.71397 13.91101
C -5.01479 -3.64774 13.64003
C -4.91120 -2.90825 12.44983
C -3.99176 -3.28283 11.50170
N -6.10754 -3.32540 14.66119
O -6.09422 -3.80042 15.76039
O -7.04130 -2.55792 14.34243
H -2.29829 -4.49603 11.01772
H -2.51264 -5.81421 13.15409
H -4.23851 -5.42450 14.71048
H -5.49419 -2.01597 12.27556
H -3.93755 -2.77243 10.55145
C -0.65188 -3.87988 8.46313
C -0.25360 -2.67573 8.02814
C 1.07499 -2.41380 7.78276
C 2.02031 -3.43274 7.90838
C 1.59819 -4.72247 8.37527
C 0.26530 -4.90878 8.65336
N 3.41429 -3.13325 7.62544
O 3.69038 -2.04449 7.09200
O 4.25500 -3.93059 7.97484
H -1.67635 -4.15114 8.67113
H -1.01355 -1.91106 7.96381
H 1.43627 -1.41924 7.56664
H 2.34028 -5.48603 8.55606
H -0.12700 -5.81443 9.09187
```

The multiplicity is 2. For the HOMO-LUMO gap (spin up / spin down), the calculation gives 6.97 / 3.08 eV. The calculation puts the maximum force at 3.95 eV/Å. The HOMO energy (spin up / spin down) comes out at -12.8 / -12.8 eV. The total charge is +1.

Density functional theory data (ωB97M-V with the def2-TZVPD basis set) for C28H34N7O2Tl as an isolated structure in a non-equilibrium geometry.

The geometry in XYZ format:
```
72
C28H34N7O2Tl (ωB97M-V with the def2-TZVPD basis set)
Tl -0.43233 -0.39635 0.98947
N -2.73198 2.07592 -2.13061
C -1.90434 1.24377 -1.52370
N -1.62531 1.30218 -0.24248
C -2.18227 2.30786 0.52909
N -1.81585 2.47410 1.76303
N -0.88213 1.61871 2.22094
C -0.08040 1.92989 3.14851
C 0.90687 0.97806 3.65314
C 1.82075 1.37215 4.61498
C 2.76726 0.45575 5.05392
C 2.76970 -0.81877 4.51479
C 1.81518 -1.13336 3.55830
N 0.90337 -0.25501 3.14632
C -3.16527 3.20199 -0.05936
C -3.81341 4.20520 0.66729
C -4.71712 5.03052 0.03775
C -5.01181 4.84577 -1.31629
C -4.37722 3.86644 -2.04950
C -3.43723 3.05933 -1.42167
H -2.85538 2.02419 -3.13019
H -1.42134 0.47985 -2.12369
H -0.09286 2.93190 3.57368
H 1.79428 2.38254 5.00418
H 3.49556 0.73757 5.80423
H 3.49789 -1.55866 4.81777
H 1.78793 -2.11753 3.10272
H -3.58014 4.31555 1.71794
H -5.20065 5.82493 0.59089
H -5.75257 5.47546 -1.79239
H -4.61264 3.72238 -3.09828
N -1.67648 -1.73939 2.75530
C -2.89425 -2.57813 2.68510
C -2.66842 -3.89620 1.95296
C -3.03168 -3.89204 0.46900
C -1.90727 -3.50616 -0.47067
N -1.64439 -2.04907 -0.50997
H -0.92093 -2.27978 3.16410
H -1.84626 -0.94391 3.36482
H -3.68537 -2.00011 2.20759
H -3.22441 -2.80310 3.69979
H -3.28184 -4.65123 2.44316
H -1.62525 -4.21028 2.07857
H -3.89611 -3.24111 0.29373
H -3.34162 -4.89858 0.18847
H -2.18162 -3.84019 -1.47334
H -0.98608 -4.01995 -0.19481
H -2.51111 -1.55070 -0.69697
H -0.98513 -1.82983 -1.25447
C 5.60322 -0.51720 -5.06034
C 4.64918 -0.43000 -3.89557
C 4.19014 -1.57903 -3.25992
C 3.24042 -1.51858 -2.24531
C 2.74380 -2.77953 -1.57826
C 2.79937 -0.25649 -1.84601
C 3.26808 0.91858 -2.41938
C 2.83050 2.26680 -1.90802
C 4.20851 0.80596 -3.43662
C 1.70442 -0.21023 -0.79809
O 1.93418 -0.00527 0.41024
O 0.52942 -0.44031 -1.23834
H 5.57751 -1.50341 -5.52169
H 6.62778 -0.33254 -4.72505
H 5.36674 0.23335 -5.81419
H 4.56062 -2.55114 -3.57217
H 3.39184 -3.62047 -1.81522
H 1.73071 -3.02460 -1.91396
H 2.71839 -2.65971 -0.49082
H 1.76014 2.28360 -1.67713
H 3.04352 3.04952 -2.63349
H 3.36638 2.50806 -0.98677
H 4.59681 1.71012 -3.89709
```

As for the relative energy (zero: lowest compared OMol25 entry of this formula, charge and spin): 84.7 kJ/mol. For the HOMO-LUMO gap, the calculation gives 5.79 eV. The calculation puts the maximum force at 1.65 eV/Å. The HOMO energy comes out at -12.9 eV. The total charge is +2.

Density functional theory data (ωB97M-V with the def2-TZVPD basis set) for C28H35AlBBr2Cl2Mg2O18PS as an isolated structure in a non-equilibrium geometry.

The geometry in XYZ format:
```
91
C28H35AlBBr2Cl2Mg2O18PS (ωB97M-V with the def2-TZVPD basis set)
C 1.87209 1.92785 2.52760
C 2.14979 1.32753 1.02746
O 3.55975 1.04149 0.71889
B 4.17492 0.12042 1.69427
O 3.48207 -0.92236 2.48028
C 5.81719 0.32575 1.96219
C 6.38557 1.31123 0.73741
O 6.21196 2.75440 1.10636
C 5.64006 2.82846 2.49074
O 5.13242 3.98668 2.94297
C 5.79203 1.37660 3.26133
H 1.06038 2.79313 2.40553
H 1.38919 1.07173 3.17272
H 2.80407 2.44282 3.03142
H 1.41709 0.41543 0.84059
H 1.80771 2.17618 0.26235
H 4.09969 -1.07364 3.27856
H 6.47948 -0.63106 2.08703
H 7.55496 1.13624 0.60573
H 5.99824 1.07877 -0.35340
H 4.77892 1.26741 3.87548
H 6.72283 1.34619 3.99832
Br -1.06484 5.92359 0.71825
C 0.31276 6.54365 1.95265
C 1.66949 6.57132 1.28883
Br 2.42044 4.77678 1.14110
H 0.27165 5.89228 2.83011
H 0.00317 7.55237 2.24019
H 2.38573 7.12955 1.89812
H 1.65082 6.99320 0.28009
Mg 2.66953 3.24164 -0.62177
O 9.23470 7.05294 3.96877
S 8.19097 6.22012 3.34379
O 7.99893 6.64118 1.94406
O 6.92575 6.38067 4.08315
O 8.60464 4.80548 3.37900
O -2.82821 3.73568 3.80578
P -3.88542 4.84386 3.67177
O -4.92606 4.69782 4.79408
O -4.58289 4.72373 2.30674
O -3.20473 6.21825 3.77970
C 1.39358 1.93906 -5.48594
O 1.45066 1.70269 -4.09128
H 1.57805 2.99931 -5.67448
H 2.15900 1.34323 -5.98913
H 0.40288 1.67139 -5.86160
H 1.28335 0.75464 -3.95498
Al 2.95529 -2.84449 2.15374
Mg 4.59028 5.77653 0.13587
C -0.80804 -7.76975 0.04848
C -0.32369 -6.46280 -0.54564
C 0.98495 -5.99457 0.01333
O 0.90898 -4.59150 -0.16986
C -0.42061 -4.27198 -0.15377
O -0.85762 -3.13523 -0.09725
O -1.19557 -5.39750 -0.20430
H -1.82350 -7.99182 -0.29643
H -0.15133 -8.59830 -0.23300
H -0.85486 -7.71498 1.14161
H -0.29305 -6.53498 -1.63976
H 1.84252 -6.40856 -0.52405
H 1.10291 -6.19669 1.08446
C 0.50874 10.83779 1.95569
Cl -0.73712 9.75604 2.59022
Cl 2.08172 10.03312 1.90028
H 0.23103 11.14606 0.94486
H 0.58076 11.71559 2.60243
C -7.36162 -7.69118 -5.33579
C -6.04111 -8.13010 -5.24300
C -5.14251 -7.46816 -4.40478
C -5.56260 -6.35564 -3.66565
C -6.87632 -5.90200 -3.77726
C -7.78136 -6.57841 -4.60556
C -7.31715 -4.69993 -3.04052
O -8.47196 -4.30286 -3.13525
C -6.34451 -3.97880 -2.19552
C -6.73332 -2.80478 -1.53722
C -5.82352 -2.12390 -0.72544
C -4.52937 -2.61703 -0.56156
C -4.13765 -3.78326 -1.22059
C -5.04456 -4.45993 -2.04700
C -4.60992 -5.67264 -2.76796
O -3.47130 -6.10413 -2.62814
H -8.06439 -8.21259 -5.98200
H -5.71072 -8.98970 -5.82189
H -4.11451 -7.81962 -4.33340
H -8.81220 -6.23820 -4.68724
H -7.74282 -2.41479 -1.65731
H -6.12596 -1.20963 -0.21937
H -3.82265 -2.09083 0.07647
H -3.12416 -4.15957 -1.09174
```

For the HOMO-LUMO gap, the calculation gives 1.21 eV. The calculation puts the maximum force at 8.83 eV/Å. The HOMO energy comes out at -11.6 eV. The total charge is +2.